[1]
A structure of composition C32H29BF6N7O5S4SbTl. Source: the Open Molecules 2025 dataset; level of theory: ωB97M-V/def2-TZVPD.

Properties
Orbital gap (alpha / beta) (eV): 6.56 / 5.28
Spin multiplicity: 2
Energy relative to the best compared isomer or geometry (same formula, charge and spin) (kJ/mol): 36.46
Total charge: -2
HOMO level (alpha / beta) (Ha): -0.1321 / -0.1412
Max |F| (Eh/bohr): 0.0129
Calculated total energy (hartree): -4626.26519

Cartesian coordinates (Å):
Tl  0.3269  0.4232  -1.6896
N  2.6207  -1.9015  -4.9717
C  1.5392  -1.6656  -4.1865
S  0.5434  -0.3074  -4.5506
N  1.2914  -2.5958  -3.2816
N  0.4048  -2.2581  -2.3545
C  -0.2344  -3.1608  -1.7233
C  -1.1732  -2.7735  -0.6639
C  -1.8378  -3.7498  0.0783
C  -2.7605  -3.3616  1.0332
C  -3.0004  -2.0105  1.2292
C  -2.2762  -1.1044  0.4699
N  -1.3887  -1.4690  -0.4522
H  2.9075  -1.1601  -5.5857
H  3.3105  -2.5587  -4.6448
H  -0.1394  -4.2168  -1.9749
H  -1.6184  -4.7942  -0.1064
H  -3.2913  -4.1054  1.6153
H  -3.7261  -1.6633  1.9532
H  -2.4081  -0.0386  0.6083
S  0.1388  3.7458  -0.5495
C  0.8254  3.6558  1.0877
C  1.3274  4.8370  1.6290
C  1.9061  4.8554  2.8864
C  1.9927  3.6699  3.6062
C  1.5008  2.4924  3.0735
C  0.9069  2.4431  1.8020
S  0.2658  0.9068  1.2600
H  1.2416  5.7467  1.0472
H  2.2906  5.7816  3.2947
H  2.4510  3.6603  4.5884
H  1.5670  1.5706  3.6389
F  1.6691  2.4737  -3.1892
Sb  1.5200  3.9996  -4.3221
F  2.6029  4.9571  -3.1026
F  -0.0281  4.6031  -3.4165
F  1.4575  5.5141  -5.4599
F  0.3942  3.0511  -5.5030
F  3.0477  3.3757  -5.2456
O  8.4584  -6.5649  -1.8065
S  8.8499  -5.1704  -1.6740
O  8.6000  -4.3527  -2.8420
O  10.1365  -4.9542  -1.0408
C  7.6497  -4.5942  -0.4234
N  7.8365  -5.0722  0.8140
C  6.9255  -4.7396  1.7142
C  5.8335  -3.9396  1.4204
C  5.7359  -3.4838  0.1153
N  6.6416  -3.8138  -0.8034
C  4.6342  -2.5771  -0.3115
C  4.8146  -1.6978  -1.3720
C  3.7931  -0.8209  -1.6955
N  2.6281  -0.7901  -1.0467
C  2.4423  -1.6551  -0.0517
C  3.4090  -2.5575  0.3470
H  7.0773  -5.1227  2.7201
H  5.1176  -3.6673  2.1834
H  5.7471  -1.7089  -1.9208
H  3.9060  -0.1062  -2.5042
H  1.4795  -1.6153  0.4472
H  3.1982  -3.2444  1.1567
C  -7.2704  2.8688  2.8809
C  -6.6807  1.5546  2.3537
C  -7.8126  0.7170  1.7540
C  -6.0772  0.7603  3.5250
C  -5.5798  1.8534  1.3323
C  -5.7071  1.5331  -0.0168
C  -4.6757  1.7429  -0.9397
C  -3.5103  2.2805  -0.4617
O  -2.3449  2.5591  -1.1252
B  -1.4968  3.1118  -0.1623
O  -2.1421  3.1880  1.0783
C  -3.3789  2.6457  0.8723
C  -4.3894  2.4517  1.7793
H  -8.0553  2.6646  3.6156
H  -7.7061  3.4462  2.0621
H  -6.5033  3.4820  3.3579
H  -8.5081  0.4252  2.5445
H  -7.4276  -0.1932  1.2890
H  -8.3747  1.2821  1.0066
H  -6.8692  0.4035  4.1897
H  -5.3926  1.3698  4.1162
H  -5.5216  -0.1035  3.1539
H  -6.6300  1.1061  -0.3846
H  -4.7798  1.4767  -1.9842
H  -4.2478  2.7548  2.8101

Forces on atoms 1 to 6 (eV/Å):
0.3 -0.2 -0.2
0.0 0.2 -0.1
-0.3 -0.4 0.1
0.1 0.4 0.5
0.5 -0.3 0.0
-0.5 0.4 0.2

Atom charges from the Löwdin analysis, given in e for atoms 1 to 6:
1. Tl 0.79
2. N 0.07
3. C -0.92
4. S 0.58
5. N -0.02
6. N -0.11

[2]
A cluster of 3 separate species, C34H60B2Br2IN3O14P2S2 in total in a non-equilibrium geometry. Source: the Open Molecules 2025 dataset; level of theory: ωB97M-V/def2-TZVPD.

Properties
Orbital gap (eV): 6.11
Structure (SMILES): CCc1c(CCCCS(=O)(=O)O)c([C@@H](Br)[C@@H](C)Br)c2c(c1B(N)O)N(CB(O)O)c1c(ccc(N)c1I)S2.CCOP(=O)(OCC)OCC.CCOP(=O)(OCC)OCC
HOMO level (Ha): -0.2821
Max |F| (Eh/bohr): 0.1752
Calculated total energy (hartree): -9523.41403

Cartesian coordinates (Å):
C  -2.6000  -2.8867  -1.5647
C  -1.3816  -1.8152  -1.4951
C  -0.7493  -1.9348  -0.0129
C  0.4493  -2.9016  0.3145
C  1.0094  -3.7383  -0.9429
C  2.3113  -3.0520  -1.6118
C  2.2264  -1.4502  -1.6718
C  2.9754  -0.7488  -0.4072
S  2.9283  1.1021  -0.4727
O  2.4683  1.6372  0.8780
O  1.9603  1.6528  -1.4907
O  4.4698  1.7765  -0.7049
C  1.0351  -3.0506  1.7664
C  2.2631  -4.0236  2.0484
Br  3.7949  -3.1318  2.9901
C  1.8429  -5.4420  2.7248
C  2.8672  -6.5364  2.0755
Br  2.1422  -5.5258  4.6864
C  0.3266  -2.1881  2.8570
C  -0.8594  -1.1971  2.5418
C  -1.4288  -1.0612  1.0792
B  -2.6761  -0.0477  0.8355
N  -4.0871  -0.3475  1.2140
O  -2.3768  1.2547  0.2444
N  -1.4956  -0.3511  3.5784
C  -0.5214  0.7713  3.9157
B  -1.2563  2.2395  3.9463
O  -1.9045  2.8033  2.7933
O  -1.2311  2.9655  5.2136
C  -1.8217  -1.0990  4.8094
C  -0.8178  -2.0612  5.5076
C  -1.2101  -2.7965  6.8072
C  -2.6273  -2.5405  7.4014
C  -3.6808  -1.5747  6.7530
N  -5.0007  -1.3999  7.3732
C  -3.2221  -0.8672  5.4348
I  -4.5881  0.5314  4.4514
S  0.8302  -2.2567  4.6479
H  -2.6643  -3.5473  -0.6212
H  -3.6275  -2.4085  -1.6936
H  -2.4217  -3.5818  -2.4721
H  -0.6370  -2.1484  -2.3116
H  -1.6887  -0.7525  -1.7667
H  1.3558  -4.7641  -0.5478
H  0.1967  -3.9618  -1.7157
H  2.4063  -3.4138  -2.7056
H  3.2380  -3.4075  -1.0236
H  1.1733  -1.0296  -1.7763
H  2.8123  -1.0817  -2.5987
H  2.4981  -1.0950  0.5866
H  4.0612  -1.1182  -0.4468
H  4.3812  2.7493  -0.5426
H  2.6879  -4.3081  1.0122
H  0.7967  -5.7922  2.3948
H  2.6901  -6.7023  0.9622
H  2.8607  -7.4807  2.7115
H  3.9170  -6.0689  2.2184
H  -4.6748  0.1102  0.5023
H  -4.1771  -1.3737  1.2026
H  -3.0140  1.3576  -0.5060
H  0.3191  0.8345  3.1292
H  -0.0039  0.5697  4.9314
H  -2.0195  3.7724  2.8952
H  -0.3185  2.8016  5.5501
H  -0.4851  -3.4889  7.3397
H  -2.9142  -3.0685  8.3726
H  -5.1163  -2.2276  7.9840
H  -5.0748  -0.5263  7.9100
O  -7.0035  1.3560  -1.4028
P  -8.3495  1.3153  -2.1391
O  -8.9558  2.6731  -1.3858
C  -8.1805  3.8633  -1.2891
C  -8.2485  4.6956  -2.5556
O  -9.0567  0.1720  -1.1649
C  -8.2379  -0.7307  -0.4276
C  -7.9280  -0.1808  0.9558
O  -9.7742  1.1925  -3.0742
C  -10.6692  2.2387  -3.4065
C  -10.2951  2.8653  -4.7353
H  -7.1395  3.6537  -1.0362
H  -8.5952  4.4430  -0.4595
H  -7.8087  4.1487  -3.3962
H  -7.7035  5.6322  -2.4352
H  -9.2840  4.9285  -2.8146
H  -7.3232  -0.9571  -0.9823
H  -8.7838  -1.6719  -0.3287
H  -7.6611  0.8753  0.9417
H  -7.1090  -0.7389  1.4165
H  -8.8078  -0.2648  1.6005
H  -10.7734  2.9846  -2.6215
H  -11.6596  1.7817  -3.5035
H  -9.2243  3.0638  -4.8018
H  -10.8456  3.7976  -4.8897
H  -10.5396  2.1870  -5.5566
O  9.0399  1.7982  -4.9662
P  9.1444  1.4407  -3.4784
O  9.6165  2.9686  -3.0063
C  8.9176  4.1220  -3.4615
C  7.6703  4.3961  -2.6426
O  10.6505  0.7461  -3.5621
C  11.1202  0.2192  -4.8000
C  11.8946  1.2688  -5.5820
O  9.1565  0.9294  -1.8483
C  9.0066  1.7427  -0.6984
C  7.5523  1.8164  -0.2777
H  8.6609  4.0532  -4.5203
H  9.6039  4.9675  -3.3585
H  6.9518  3.5772  -2.7552
H  7.1884  5.3195  -2.9651
H  7.9118  4.4841  -1.5807
H  10.2886  -0.1824  -5.3850
H  11.7790  -0.6229  -4.5749
H  11.4065  2.2425  -5.5796
H  12.0320  0.9523  -6.6188
H  12.8814  1.4201  -5.1343
H  9.4478  2.7313  -0.8070
H  9.5770  1.2590  0.1016
H  6.8942  2.0005  -1.1274
H  7.4071  2.6025  0.4692
H  7.2364  0.8676  0.1628

Forces on atoms 1 to 6 (eV/Å):
-0.1 -0.4 -0.4
0.4 -1.4 0.5
0.9 0.6 2.5
-1.5 1.4 1.1
0.6 -0.3 1.1
-0.5 0.2 -0.2

Atom charges from the Löwdin analysis, given in e for atoms 1 to 6:
1. C -0.11
2. C -0.20
3. C -0.08
4. C -0.07
5. C -0.16
6. C -0.17

[3]
A cluster of 2 separate species, C11H16ClP in total in a non-equilibrium geometry. Source: the Open Molecules 2025 dataset; level of theory: ωB97M-V/def2-TZVPD.

Properties
Orbital gap (eV): 8.07
Energy relative to the best compared isomer or geometry (same formula, charge and spin) (kJ/mol): 281.18
HOMO level (Ha): -0.2931
Max |F| (Eh/bohr): 0.0780
Calculated total energy (hartree): -1230.11546

Cartesian coordinates (Å):
C  1.1658  1.1127  -3.5111
C  0.1473  0.1792  -3.3899
C  2.0636  1.2590  -2.4718
C  -0.1373  -0.4705  -2.2349
C  1.8275  0.6800  -1.2263
C  0.6509  -0.1479  -1.1196
C  -2.1409  -2.3890  0.4013
C  -1.5588  0.8675  0.9730
C  -0.8301  -0.7584  2.8026
C  0.7174  1.1445  2.0862
C  -0.4385  0.1063  1.6445
P  0.1440  -1.1031  0.4022
Cl  1.8401  -1.6866  1.1484
H  1.5952  1.4062  -4.5012
H  -0.3692  -0.0960  -4.3654
H  2.9440  1.9707  -2.5010
H  -0.8714  -1.1500  -2.3229
H  2.4749  0.8344  -0.4014
H  -1.8795  -3.3947  0.8123
H  -2.2223  -2.5054  -0.7371
H  -1.1619  1.3026  0.0969
H  -2.3441  0.2708  0.6503
H  -1.9077  1.7682  1.5899
H  0.0034  -1.4930  3.0331
H  -1.8054  -1.2449  2.6186
H  -0.9536  -0.3699  3.8048
H  1.7111  0.5313  2.2679
H  0.9501  1.9172  1.3805
H  0.3852  1.4590  3.0703

Forces on atoms 1 to 6 (eV/Å):
1.9 -0.9 -1.2
-0.3 0.6 -3.6
1.1 1.7 1.7
2.8 2.8 0.8
-2.7 -1.2 -1.2
0.7 -0.7 0.9

Atom charges from the Löwdin analysis, given in e for atoms 1 to 6:
1. C -0.10
2. C -0.10
3. C -0.10
4. C -0.12
5. C -0.08
6. C -0.34

[4]
A structure of composition C12H32BBrGaN4O4. Source: the Open Molecules 2025 dataset; level of theory: ωB97M-V/def2-TZVPD.

Properties
Orbital gap (eV): 6.04
Energy relative to the best compared isomer or geometry (same formula, charge and spin) (kJ/mol): 0.00
Total charge: -1
HOMO level (Ha): -0.1502
Max |F| (Eh/bohr): 0.0155
Calculated total energy (hartree): -5520.18916

Cartesian coordinates (Å):
C  1.4322  -4.4647  1.6236
C  0.6123  -4.1159  2.8654
C  -0.5907  -3.2248  2.6008
Br  0.0235  -1.5520  1.6829
Ga  -2.1673  -4.1234  1.6075
B  -4.0088  -3.3701  2.4315
N  -5.0855  -4.2851  2.7324
O  -4.2818  -2.0576  2.8507
H  2.2334  -3.7443  1.4445
H  1.8840  -5.4566  1.7175
H  0.8025  -4.4718  0.7295
H  0.1896  -5.0387  3.2799
H  1.2757  -3.6881  3.6300
H  -0.9480  -2.8084  3.5442
H  -1.9489  -3.9580  0.0180
H  -2.0306  -5.7039  2.0202
H  -4.8212  -5.2600  2.6782
H  -5.6133  -4.1244  3.5840
H  -4.2216  -1.4429  2.1081
C  3.5196  3.0699  -0.9271
C  2.8397  2.5243  0.3127
O  3.0175  3.0450  1.4051
N  2.0386  1.4440  0.1601
C  1.7392  0.7295  -1.0626
H  4.1173  3.9233  -0.6234
H  4.1696  2.3282  -1.3926
H  2.8059  3.3934  -1.6848
H  1.6077  1.1022  1.0081
H  0.6695  0.7464  -1.2773
H  2.0425  -0.3159  -0.9884
H  2.2646  1.1859  -1.8965
C  -7.2344  -0.2169  -0.3265
C  -6.2153  -1.2697  0.0508
O  -5.0901  -0.9799  0.4155
N  -6.5876  -2.5741  -0.0036
C  -7.8568  -3.1227  -0.4014
H  -6.7551  0.7506  -0.2103
H  -7.5692  -0.3349  -1.3582
H  -8.1113  -0.2689  0.3202
H  -5.8643  -3.2051  0.3206
H  -8.3313  -3.6716  0.4156
H  -7.7541  -3.8027  -1.2504
H  -8.5303  -2.3221  -0.6987
C  5.6685  6.8539  -2.8473
C  5.9114  5.3668  -2.9925
O  5.0008  4.5889  -3.2058
N  7.1930  4.9216  -2.8615
C  8.3825  5.6932  -2.5939
H  4.6031  7.0191  -2.9741
H  5.9741  7.2112  -1.8631
H  6.2172  7.4249  -3.5976
H  7.2820  3.9221  -2.9575
H  9.1172  5.5940  -3.3960
H  8.8562  5.3913  -1.6576
H  8.1264  6.7456  -2.5090

Forces on atoms 1 to 6 (eV/Å):
0.0 -0.1 -0.2
0.0 0.1 0.0
0.0 0.0 0.1
0.0 0.1 0.0
-0.2 0.1 -0.2
0.0 0.3 -0.1

Atom charges from the Löwdin analysis, given in e for atoms 1 to 6:
1. C -0.17
2. C -0.43
3. C -0.79
4. Br 0.49
5. Ga 0.31
6. B -0.75

[5]
A cluster of 2 separate species, CH5OP in total in a non-equilibrium geometry. Source: the Open Molecules 2025 dataset; level of theory: ωB97M-V/def2-TZVPD.

Properties
Orbital gap (eV): 9.96
Energy relative to the best compared isomer or geometry (same formula, charge and spin) (kJ/mol): 310.62
HOMO level (Ha): -0.3624
Max |F| (Eh/bohr): 0.0788
Calculated total energy (hartree): -457.56287

Cartesian coordinates (Å):
C  -0.0968  0.3896  0.5039
O  1.6852  -0.4248  0.2094
P  -1.6696  -0.2403  -0.1308
H  -0.0295  0.1162  1.5164
H  0.4575  1.2881  0.2782
H  2.0780  -0.6363  1.0524
H  -1.4162  -0.2907  -1.5365
H  -1.2645  -1.5389  -0.0294

Forces on atoms 1 to 6 (eV/Å):
3.8 -1.4 -0.6
-3.0 0.9 -1.2
0.5 0.7 -1.1
-0.2 0.2 1.4
-0.9 0.4 -0.1
-0.3 0.0 0.8

Atom charges from the Löwdin analysis, given in e for atoms 1 to 6:
1. C -0.33
2. O -0.26
3. P 0.78
4. H 0.00
5. H 0.04
6. H -0.03